(1)
C57H77N5O37P2 | the ωB97M-V functional and the def2-TZVPD basis

Highest occupied orbital energy   -9.29 eV
HOMO-LUMO gap   7.3114 eV

Structure (ORCA input):
```
! RIJCOSX wB97M-V def2-TZVPD def2/J DEFGRID3
* xyz 0 1
C -0.438 -0.948 -0.575
C -0.296 0.329 -0.178
C 0.876 1.149 -0.710
O 1.197 2.299 -0.431
C 1.851 0.328 -1.453
C 1.656 -0.961 -1.776
C 0.508 -1.761 -1.348
O 0.212 -2.873 -1.671
O 2.595 -1.653 -2.475
O -1.149 0.970 0.713
H -1.250 -1.483 -0.105
H 2.742 0.732 -1.910
H 2.667 -2.592 -2.292
H -1.784 0.405 1.158
C 4.384 4.192 6.083
C 3.855 4.581 4.933
C 3.923 5.986 4.472
O 3.467 6.375 3.428
C 4.666 6.792 5.381
C 5.198 6.426 6.544
C 4.994 5.067 7.097
O 5.526 4.706 8.161
O 5.695 7.236 7.471
O 3.054 3.755 4.210
H 4.298 3.132 6.276
H 4.864 7.848 5.274
H 6.172 6.780 8.168
H 2.655 4.340 3.563
C -5.267 8.233 2.871
C -4.784 9.490 2.704
C -3.275 9.811 2.626
O -2.782 10.907 2.396
C -2.452 8.559 2.861
C -2.978 7.341 3.042
C -4.494 7.034 3.005
O -5.016 5.935 3.269
O -2.270 6.184 3.405
O -5.697 10.491 2.528
H -6.346 8.209 2.895
H -1.374 8.622 2.896
H -2.762 5.385 3.204
H -5.362 11.120 1.884
C 0.446 -3.073 5.177
C 1.707 -2.650 5.469
C 2.188 -2.355 6.852
O 3.138 -1.692 7.243
C 1.275 -2.880 7.834
C 0.086 -3.501 7.552
C -0.414 -3.677 6.194
O -1.428 -4.329 5.959
O -0.493 -4.337 8.501
O 2.564 -2.238 4.531
H 0.134 -3.258 4.160
H 1.618 -2.902 8.858
H -1.198 -4.928 8.226
H 3.415 -2.097 4.954
C -5.136 -0.656 -4.234
C -6.180 -1.522 -4.311
C -7.526 -1.295 -3.615
O -8.541 -2.003 -3.800
C -7.450 -0.203 -2.598
C -6.323 0.589 -2.471
C -5.121 0.409 -3.277
O -4.089 1.174 -3.344
O -6.280 1.531 -1.510
O -6.164 -2.576 -5.171
H -4.157 -0.846 -4.649
H -8.314 -0.107 -1.956
H -5.512 2.107 -1.536
H -5.341 -2.452 -5.651
C -2.096 -9.318 2.065
C -1.901 -8.604 0.883
C -2.240 -9.156 -0.458
O -1.925 -8.487 -1.424
C -3.116 -10.276 -0.335
C -3.258 -10.993 0.806
C -2.607 -10.660 2.134
O -2.508 -11.404 3.121
O -4.044 -12.077 0.906
O -1.443 -7.341 0.939
H -1.790 -8.884 3.005
H -3.528 -10.627 -1.270
H -4.144 -12.378 1.812
H -1.449 -6.832 0.125
C 5.708 5.724 -3.274
O 6.212 5.173 -4.250
N 6.329 6.514 -2.441
C 7.808 6.664 -2.335
C 5.612 7.228 -1.424
H 4.635 5.730 -3.025
H 8.224 6.301 -1.395
H 8.039 7.728 -2.387
H 8.457 6.250 -3.107
H 4.564 6.928 -1.440
H 6.062 7.253 -0.431
H 5.435 8.282 -1.636
C -0.836 -4.251 -8.696
O -1.767 -3.847 -7.969
N 0.179 -4.994 -8.330
C 1.278 -5.272 -9.185
C 0.353 -5.447 -6.979
H -0.811 -4.045 -9.778
H 2.185 -4.744 -8.892
H 0.925 -5.054 -10.193
H 1.294 -6.362 -9.165
H 0.918 -6.375 -7.061
H 0.845 -4.787 -6.264
H -0.643 -5.736 -6.643
C 4.717 -7.232 -0.914
O 4.366 -6.214 -1.566
N 5.193 -7.156 0.390
C 5.091 -8.384 1.240
C 5.794 -5.957 1.046
H 4.619 -8.280 -1.239
H 4.410 -8.153 2.059
H 6.097 -8.518 1.637
H 4.866 -9.280 0.662
H 6.666 -6.172 1.664
H 5.983 -5.292 0.204
H 5.048 -5.500 1.695
C -7.043 -1.360 2.572
O -5.824 -1.254 2.774
N -7.735 -2.489 2.194
C -9.183 -2.524 2.129
C -7.015 -3.757 1.975
H -7.677 -0.491 2.806
H -9.505 -3.187 2.931
H -9.585 -3.010 1.240
H -9.646 -1.559 2.334
H -7.190 -4.396 2.841
H -7.347 -4.288 1.082
H -5.940 -3.621 1.861
C -2.751 1.181 9.813
O -2.489 1.318 10.998
N -2.026 1.534 8.752
C -2.723 1.736 7.502
C -0.609 1.870 8.720
H -3.751 0.843 9.501
H -3.777 1.462 7.471
H -2.328 1.035 6.766
H -2.584 2.722 7.060
H -0.207 1.468 7.790
H -0.337 2.926 8.698
H -0.013 1.570 9.582
C -4.604 10.127 -3.350
O -4.795 9.038 -2.449
P -4.201 7.575 -2.926
O -4.421 6.426 -1.958
O -4.849 7.236 -4.358
C -6.193 6.814 -4.329
O -2.645 8.030 -3.256
C -1.609 7.172 -3.000
H -5.564 10.557 -3.635
H -4.239 9.721 -4.293
H -3.903 10.869 -2.968
H -6.816 7.394 -5.009
H -6.696 6.873 -3.364
H -6.273 5.779 -4.661
H -0.675 7.265 -3.554
H -1.914 6.126 -3.017
H -1.366 7.429 -1.969
C 6.380 -1.194 -7.009
O 7.014 -2.350 -7.583
P 8.535 -2.943 -7.064
O 9.534 -1.843 -6.860
O 8.196 -3.835 -5.705
C 9.106 -3.964 -4.668
O 8.965 -4.032 -8.114
C 8.168 -5.187 -8.462
H 5.393 -1.509 -6.671
H 6.201 -0.395 -7.728
H 6.948 -0.580 -6.310
H 10.138 -3.885 -5.011
H 8.852 -4.990 -4.400
H 8.705 -3.252 -3.946
H 8.546 -5.612 -9.392
H 7.092 -5.029 -8.543
H 8.282 -5.958 -7.701
*
```

---

(2)
C57H79N6OP2STi | the ωB97M-V functional and the def2-TZVPD basis

Highest occupied orbital energy (spin up / spin down)   -8.94 / -8.94 eV
HOMO-LUMO gap (spin up / spin down)   5.6699 / 5.6740 eV

Structure (ORCA input):
```
! RIJCOSX wB97M-V def2-TZVPD def2/J DEFGRID3
* xyz 1 1
Ti 0.033 -0.081 0.967
C -3.842 2.703 -0.219
C -2.914 1.818 -1.016
N -1.141 1.328 0.657
C -1.248 2.361 1.596
C -2.272 3.297 1.723
C -3.526 3.324 0.918
C -2.152 4.250 2.746
C -1.093 4.249 3.628
C -0.125 3.249 3.551
C -0.223 2.300 2.553
N 0.594 1.151 2.372
C 1.185 0.423 3.425
C 2.029 0.883 4.395
C 2.510 0.028 5.421
C 2.107 -1.269 5.505
C 1.210 -1.780 4.535
C 0.604 -3.049 4.625
C -0.369 -3.399 3.738
C -0.671 -2.529 2.678
N -0.043 -1.405 2.494
C 0.825 -0.958 3.466
H -4.848 2.851 -0.605
H -3.486 1.236 -1.743
H -4.292 3.965 1.349
H -2.928 5.004 2.839
H -1.026 5.006 4.400
H 0.665 3.207 4.288
H 2.327 1.922 4.397
H 3.186 0.430 6.166
H 2.426 -1.904 6.326
H 0.890 -3.721 5.430
H -0.900 -4.338 3.819
H -1.415 -2.795 1.939
C -2.098 4.359 -3.546
C -1.946 4.090 -2.044
C -0.792 4.917 -1.475
C -1.840 2.583 -1.785
C -0.842 1.910 -2.356
C -0.626 0.462 -2.585
C -0.181 0.250 -4.054
C -1.411 0.417 -4.966
C 0.898 1.202 -4.598
C -0.974 -0.603 -1.789
C -1.760 -0.558 -0.531
C -2.271 0.783 -0.028
C -2.768 -1.647 -0.067
C -4.166 -1.400 -0.669
C -2.464 -3.139 -0.234
C -0.745 -2.010 -2.331
C -1.842 -2.543 -3.019
C -1.880 -3.843 -3.484
C -0.814 -4.689 -3.210
C 0.296 -4.174 -2.561
C 0.389 -2.832 -2.153
P 2.032 -2.188 -1.592
C 3.136 -2.427 -3.104
C 4.555 -1.983 -2.704
C 2.616 -1.442 -4.159
C 3.206 -3.797 -3.783
C 2.666 -3.371 -0.241
C 1.484 -3.810 0.621
C 3.568 -2.476 0.631
C 3.468 -4.618 -0.620
H -2.291 5.422 -3.725
H -2.930 3.788 -3.971
H -1.187 4.086 -4.090
H -2.851 4.449 -1.566
H 0.130 4.750 -2.044
H -0.603 4.680 -0.425
H -1.027 5.983 -1.540
H -0.138 2.529 -2.912
H 0.175 -0.764 -4.168
H -1.803 1.436 -4.881
H -2.213 -0.274 -4.713
H -1.134 0.244 -6.013
H 0.471 2.166 -4.887
H 1.353 0.771 -5.494
H 1.696 1.392 -3.885
H -3.034 0.576 0.713
H -2.878 -1.464 1.002
H -4.145 -1.534 -1.755
H -4.542 -0.394 -0.455
H -4.891 -2.114 -0.260
H -2.798 -3.519 -1.199
H -3.018 -3.699 0.531
H -1.414 -3.388 -0.148
H -2.706 -1.910 -3.171
H -2.746 -4.201 -4.031
H -0.836 -5.731 -3.512
H 1.129 -4.835 -2.361
H 4.566 -0.971 -2.285
H 5.184 -1.968 -3.600
H 5.029 -2.651 -1.983
H 2.518 -0.431 -3.762
H 1.648 -1.760 -4.549
H 3.319 -1.409 -5.000
H 3.542 -4.601 -3.132
H 3.934 -3.718 -4.599
H 2.254 -4.078 -4.233
H 0.744 -3.022 0.694
H 1.832 -4.041 1.636
H 0.984 -4.693 0.226
H 3.002 -1.662 1.082
H 4.382 -2.030 0.052
H 4.015 -3.064 1.441
H 2.880 -5.340 -1.187
H 3.773 -5.116 0.307
H 4.375 -4.397 -1.178
C -4.074 -2.550 4.649
C -4.262 -1.061 4.905
S -3.983 -0.105 3.418
O -2.489 -0.001 3.210
C -4.556 1.466 4.085
C -6.018 1.701 3.716
H -4.187 -3.115 5.574
H -3.075 -2.745 4.259
H -4.805 -2.924 3.931
H -3.554 -0.671 5.642
H -5.283 -0.832 5.220
H -3.890 2.207 3.643
H -4.396 1.455 5.165
H -6.134 1.808 2.636
H -6.383 2.614 4.191
H -6.662 0.881 4.047
C 5.193 2.006 -0.472
N 4.224 2.119 -1.561
C 3.649 3.468 -1.533
N 3.031 3.806 -0.251
C 4.023 3.645 0.810
N 4.622 2.306 0.843
C 3.657 1.291 1.258
P 2.205 1.197 0.097
C 3.187 1.089 -1.465
C 1.835 3.010 0.000
H 6.003 2.709 -0.661
H 5.604 0.995 -0.462
H 2.904 3.557 -2.326
H 4.449 4.181 -1.724
H 3.550 3.849 1.772
H 4.820 4.369 0.650
H 3.301 1.520 2.255
H 4.147 0.315 1.294
H 2.502 1.180 -2.300
H 3.639 0.102 -1.518
H 1.355 3.342 0.914
H 1.128 3.143 -0.810
*
```

---

(3)
C57H85MnO6PSSe | the ωB97M-V functional and the def2-TZVPD basis

⟨S²⟩   8.7545
Highest occupied orbital energy (spin up / spin down)   -0.97 / -1.02 eV
HOMO-LUMO gap (spin up / spin down)   4.8444 / 4.8935 eV
ΔE to the lowest compared entry with this formula, charge and spin   2.0099 eV

Structure (ORCA input):
```
! RIJCOSX wB97M-V def2-TZVPD def2/J DEFGRID3
* xyz -2 6
Mn -0.143 -0.056 -0.058
C 2.976 -7.300 0.301
C 3.823 -6.349 -0.545
C 3.988 -6.971 -1.939
C 5.205 -6.232 0.116
C 3.184 -4.967 -0.664
C 2.006 -4.607 -0.025
C 1.470 -3.335 -0.152
Se 0.043 -2.867 1.073
C 1.327 -1.994 2.253
C 1.834 -2.956 3.104
C 2.864 -2.672 3.985
C 3.319 -1.359 3.978
C 2.827 -0.354 3.157
C 1.789 -0.656 2.211
O 1.314 0.210 1.378
C 3.486 1.025 3.333
C 3.310 1.489 4.789
C 4.986 0.913 3.013
C 2.927 2.130 2.442
C 3.499 -3.711 4.904
C 4.988 -3.862 4.559
C 3.366 -3.272 6.370
C 2.841 -5.083 4.756
C 2.058 -2.322 -0.962
O 1.562 -1.146 -1.120
C 3.315 -2.679 -1.565
C 3.817 -3.959 -1.401
C 4.160 -1.574 -2.208
C 3.408 -0.879 -3.362
C 5.485 -2.091 -2.780
C 4.494 -0.552 -1.104
H 3.467 -8.276 0.361
H 1.985 -7.443 -0.133
H 2.850 -6.924 1.318
H 4.456 -7.959 -1.872
H 4.610 -6.342 -2.579
H 3.016 -7.079 -2.424
H 5.684 -7.214 0.191
H 5.108 -5.814 1.121
H 5.862 -5.574 -0.455
H 1.488 -5.310 0.619
H 1.411 -3.954 3.061
H 4.122 -1.100 4.663
H 3.773 0.803 5.500
H 2.248 1.559 5.032
H 3.764 2.476 4.926
H 5.490 0.198 3.667
H 5.474 1.887 3.133
H 5.126 0.581 1.982
H 1.852 2.247 2.572
H 3.112 1.908 1.395
H 3.430 3.071 2.698
H 5.513 -2.910 4.656
H 5.104 -4.201 3.527
H 5.470 -4.589 5.222
H 3.865 -2.317 6.542
H 3.813 -4.015 7.039
H 2.314 -3.150 6.634
H 2.937 -5.460 3.735
H 1.779 -5.045 5.006
H 3.324 -5.799 5.428
H 4.773 -4.192 -1.855
H 2.345 -0.797 -3.138
H 3.543 -1.436 -4.293
H 3.803 0.130 -3.521
H 5.332 -2.935 -3.457
H 6.181 -2.397 -1.995
H 5.959 -1.288 -3.352
H 3.580 -0.122 -0.695
H 5.123 0.253 -1.502
H 5.031 -1.045 -0.289
O -1.467 -1.536 2.571
S -1.853 -0.057 2.669
O -3.332 0.018 2.882
O -1.643 0.538 1.206
O -0.854 -1.984 -0.031
C -3.635 -4.726 -2.278
C -2.889 -3.779 -1.334
C -3.522 -3.766 0.052
C -2.754 -2.399 -1.946
C -1.851 -2.196 -2.976
C -1.571 -0.941 -3.508
C -0.560 -0.994 -4.659
C -1.206 -1.619 -5.901
C 0.195 0.263 -5.067
C -2.238 0.181 -2.967
C -3.224 -0.030 -1.979
C -3.441 -1.300 -1.468
C -4.098 1.108 -1.497
C -4.726 0.893 -0.124
C -5.209 1.418 -2.511
C -2.092 1.543 -3.598
C -2.720 1.661 -4.844
C -2.663 2.813 -5.602
C -1.963 3.905 -5.113
C -1.357 3.820 -3.872
C -1.399 2.665 -3.080
P -0.651 2.692 -1.371
C -1.521 4.176 -0.524
C -3.039 4.195 -0.747
C -1.033 5.575 -0.941
C -1.297 3.950 0.984
C 1.181 3.194 -1.618
C 1.560 4.096 -2.795
C 1.736 3.767 -0.312
C 1.934 1.866 -1.802
H -3.670 -5.737 -1.863
H -3.155 -4.775 -3.258
H -4.663 -4.384 -2.426
H -1.863 -4.143 -1.224
H -4.576 -3.476 0.006
H -3.005 -3.073 0.721
H -3.478 -4.769 0.487
H -1.281 -3.047 -3.339
H 0.204 -1.693 -4.302
H -1.970 -0.954 -6.311
H -1.680 -2.572 -5.665
H -0.456 -1.790 -6.679
H 0.546 0.804 -4.200
H -0.401 0.944 -5.675
H 1.071 -0.031 -5.653
H -4.116 -1.408 -0.632
H -3.446 1.971 -1.437
H -5.533 0.154 -0.179
H -5.183 1.827 0.214
H -4.009 0.569 0.634
H -5.807 0.519 -2.687
H -4.831 1.767 -3.471
H -5.873 2.188 -2.107
H -3.266 0.800 -5.210
H -3.160 2.859 -6.564
H -1.895 4.823 -5.686
H -0.832 4.688 -3.505
H -3.322 4.057 -1.792
H -3.405 5.178 -0.430
H -3.544 3.451 -0.135
H -1.476 5.876 -1.892
H 0.044 5.676 -1.022
H -1.377 6.293 -0.189
H -1.532 2.917 1.263
H -1.951 4.624 1.547
H -0.272 4.156 1.286
H 1.140 5.101 -2.730
H 1.264 3.656 -3.749
H 2.650 4.198 -2.804
H 1.493 3.114 0.523
H 2.828 3.795 -0.390
H 1.395 4.772 -0.076
H 1.601 1.309 -2.670
H 1.860 1.218 -0.928
H 3.001 2.071 -1.940
*
```